1.
# C4H9NOS

A cluster of 2 separate species, C4H9NOS in total (ωB97M-V/def2-TZVPD, OMol25).

```
16
Properties=species:S:1:pos:R:3:nbo_charge:R:1
C 1.3591 -0.2668 0.2055 0.22
C 2.6104 -1.1563 0.0380 -0.63
C -2.2509 1.1610 0.2057 -0.70
C -2.4240 -0.2407 -0.0436 -0.29
N 0.3804 -0.3281 -0.8257 -0.68
O 1.6624 1.1001 0.0323 -0.66
S 0.4912 1.2754 -1.1328 0.91
H 0.8814 -0.5310 1.2530 0.17
H 2.3357 -1.9312 -0.6325 0.23
H 2.8363 -1.5725 1.0152 0.21
H 3.4007 -0.5696 -0.3171 0.23
H -1.5559 1.7059 -0.5953 0.19
H -3.1834 1.7402 0.0930 0.23
H -1.6828 1.2031 1.2156 0.22
H -1.6055 -0.9109 0.1730 0.19
H -3.2549 -0.6785 -0.6842 0.17
```

Properties
Total charge ... 0
Highest occupied orbital energy (alpha / beta) ... -7.74 / -7.60 eV
LUMO (alpha / beta) ... -0.0025 / -0.0158 Eh

2.
# C5H7Cl

The molecule C5H7Cl (ωB97M-V/def2-TZVPD, OMol25).

```
13
Properties=species:S:1:pos:R:3:nbo_charge:R:1
C 0.0290 -1.0442 -2.1682 -0.24
C 0.1600 -0.3350 -1.1912 -0.06
C 0.4245 0.2504 0.1521 0.02
C 1.3737 -0.5609 1.0359 -0.65
C 0.6557 1.7408 0.0542 -0.62
Cl -1.3627 -0.1764 0.7352 -0.12
H 0.2125 -1.3506 -3.2828 0.26
H 1.5463 0.0057 2.0001 0.24
H 1.1734 -1.6653 0.8766 0.26
H 2.4406 -0.4542 0.6076 0.22
H 0.7053 2.0882 1.0726 0.22
H 1.5078 1.8763 -0.4995 0.22
H -0.2776 2.1924 -0.5700 0.24
```

Properties
Total charge ... 0
Highest occupied orbital energy ... -9.59 eV
LUMO ... 0.0312 Eh

3.
# C22H28ClCoN5O3STe

A structure of composition C22H28ClCoN5O3STe (ωB97M-V/def2-TZVPD, OMol25).

```
62
Properties=species:S:1:pos:R:3:nbo_charge:R:1
Co 1.2153 -2.6649 1.4403 0.92
N -0.4758 -3.2104 8.3686 -0.74
C 0.0646 -2.1396 7.7724 0.07
S 0.4196 -0.7653 8.5910 -0.07
C 0.3148 -2.2793 6.2935 -0.04
C -0.0888 -3.3853 5.5541 -0.22
C 0.1828 -3.4411 4.1983 0.05
N 0.8264 -2.4710 3.5455 -0.53
C 1.2090 -1.4018 4.2539 0.04
C 0.9767 -1.2659 5.6055 -0.19
H -0.6589 -3.1587 9.3556 0.42
H -0.6755 -4.0718 7.8939 0.39
H -0.6246 -4.2202 5.9847 0.22
H -0.1297 -4.2966 3.6144 0.22
H 1.7175 -0.6182 3.7036 0.21
H 1.3035 -0.3848 6.1377 0.27
O 1.2900 -4.4911 1.3987 -0.19
O 0.0680 -4.1582 1.1247 -0.23
C -1.2368 3.5005 -3.3043 -0.62
C -2.2331 2.3493 -3.0953 -0.07
C -3.4218 2.9157 -2.3050 -0.60
C -2.7484 1.8970 -4.4659 -0.61
C -1.6004 1.1421 -2.3134 0.29
O -2.6176 0.3510 -1.6978 -0.73
C -0.7909 0.1572 -3.1825 -0.43
C 0.4566 0.5988 -3.9717 -0.44
C 1.7339 0.5981 -3.1683 -0.03
C 2.3738 -0.6090 -2.8850 -0.17
C 3.5318 -0.6500 -2.1217 -0.27
C 4.0628 0.5371 -1.6354 -0.05
Cl 5.5268 0.5036 -0.7025 0.02
C 3.4570 1.7507 -1.9105 -0.21
C 2.3017 1.7706 -2.6801 -0.22
C -0.8019 1.6976 -1.1253 -0.25
N -0.5073 0.6886 -0.1157 -0.15
C 0.4465 -0.2329 -0.0975 0.20
N 0.3036 -0.9836 0.9893 -0.60
C -0.7892 -0.4499 1.6096 0.15
N -1.2960 0.5689 0.9719 -0.22
H -1.7177 4.2755 -3.9034 0.23
H -0.3335 3.2020 -3.8365 0.20
H -0.9417 3.9692 -2.3632 0.21
H -3.7853 3.8114 -2.8119 0.22
H -3.1556 3.2007 -1.2857 0.21
H -4.2479 2.2099 -2.2399 0.22
H -3.3009 2.7152 -4.9305 0.23
H -3.4390 1.0510 -4.3922 0.20
H -1.9417 1.6175 -5.1462 0.21
H -3.2295 0.0454 -2.3770 0.48
H -1.5044 -0.2678 -3.8907 0.23
H -0.5171 -0.6780 -2.5302 0.21
H 0.3117 1.5703 -4.4404 0.22
H 0.5802 -0.1100 -4.7935 0.23
H 1.9677 -1.5340 -3.2809 0.22
H 4.0429 -1.5860 -1.9365 0.23
H 3.8968 2.6691 -1.5454 0.24
H 1.8479 2.7266 -2.9189 0.23
H -1.3806 2.4542 -0.6031 0.25
H 0.1383 2.1323 -1.4464 0.23
H 1.2131 -0.3289 -0.8517 0.25
H -1.1935 -0.8247 2.5348 0.22
Te 3.6039 -1.9983 1.3600 0.25
```

Properties
Total charge ... +1
Multiplicity ... 5
Highest occupied orbital energy (alpha / beta) ... -11.00 / -11.00 eV
LUMO (alpha / beta) ... -0.1186 / -0.2028 Eh

4.
# C5H13N2O

A cluster of 2 separate species, C5H13N2O in total (ωB97M-V/def2-TZVPD, OMol25).

```
21
Properties=species:S:1:pos:R:3:nbo_charge:R:1
C 1.9476 0.8769 -1.6139 -0.46
N 2.8310 1.2920 -0.5179 -0.62
C 2.4339 1.0703 0.7732 0.28
N 2.9823 1.7356 1.7216 -0.81
H 1.8002 1.7141 -2.3007 0.16
H 2.4109 0.0535 -2.1739 0.16
H 0.9890 0.5157 -1.1691 0.31
H 3.4442 2.0854 -0.6195 0.37
H 1.6372 0.3293 0.8605 0.22
H 2.6754 1.4322 2.6414 0.33
C -1.6693 0.1490 -0.1486 -0.01
O -0.3445 -0.1221 -0.0580 -0.97
C -2.5011 -0.8572 0.6996 -0.43
C -2.2808 -2.2855 0.2336 -0.61
H -2.0252 0.0939 -1.2113 0.07
H -2.0000 1.1558 0.2069 0.08
H -3.5752 -0.6183 0.7121 0.16
H -2.0987 -0.7109 1.7083 0.18
H -2.9191 -3.0142 0.7428 0.17
H -1.2355 -2.5645 0.3530 0.22
H -2.5021 -2.3311 -0.8402 0.18
```

Properties
Total charge ... -1
Highest occupied orbital energy ... -3.05 eV
LUMO ... 0.1541 Eh

5.
# C14H42O7S5

A cluster of 7 separate species, C14H42O7S5 in total (ωB97M-V/def2-TZVPD, OMol25).

```
68
Properties=species:S:1:pos:R:3:nbo_charge:R:1
C -0.9088 2.4667 -3.1403 -0.62
C -1.2078 3.3167 -4.2533 -0.08
O 0.1012 3.8877 -4.6023 -0.71
H -0.4048 2.8317 -2.1343 0.23
H -0.4748 1.5657 -3.4533 0.21
H -1.9478 2.1627 -2.6753 0.19
H -1.9298 4.1397 -3.9693 0.16
H -1.4928 2.8647 -5.0643 0.17
H -0.1468 4.1837 -5.4583 0.45
C 3.1162 -4.3653 -3.3583 -0.62
C 2.1502 -3.5623 -2.4073 -0.06
O 1.6112 -4.4233 -1.3593 -0.76
H 3.3642 -3.8713 -4.1173 0.19
H 2.9412 -5.3483 -3.9553 0.22
H 4.0162 -4.6143 -2.8263 0.21
H 1.2232 -3.1553 -2.8123 0.17
H 2.5452 -2.6173 -2.0663 0.16
H 1.2632 -4.0353 -0.5983 0.49
C -0.6898 -0.2603 -0.7543 -0.81
S -0.2948 -0.9963 0.8407 1.23
O 0.0202 -2.4473 0.4937 -1.01
C 1.2302 -0.0863 1.2537 -0.81
H -0.3218 0.7667 -0.8083 0.25
H -1.5478 -0.3793 -1.2383 0.23
H 0.2532 -0.6673 -1.2513 0.22
H 2.0142 -0.4143 0.3707 0.21
H 1.5132 -0.2233 2.1867 0.22
H 1.1812 1.0267 0.9107 0.26
C -5.6058 -2.1893 1.7187 -0.82
S -5.5608 -2.3133 0.0057 1.22
O -6.2628 -0.9943 -0.3903 -1.00
C -3.7718 -1.8953 -0.1393 -0.79
H -5.0768 -1.4633 2.0917 0.21
H -5.1138 -3.2093 2.1577 0.23
H -6.8238 -2.1133 2.0267 0.26
H -3.6578 -0.8483 -0.0013 0.23
H -3.6038 -2.1723 -1.2103 0.23
H -3.2408 -2.5313 0.4117 0.22
C 3.2222 2.2867 -0.9013 -0.87
S 4.3052 3.4097 -0.0233 1.23
O 3.9882 4.8397 -0.3273 -0.96
C 3.6872 2.9987 1.6607 -0.77
H 3.2712 1.2417 -0.6813 0.23
H 3.3752 2.3847 -2.0253 0.26
H 2.1282 2.5687 -0.4743 0.22
H 4.4812 3.5027 2.2317 0.23
H 3.7182 2.0647 1.7637 0.20
H 2.8522 3.5677 1.8497 0.23
C 3.7252 -2.6203 2.0867 -0.82
S 3.3262 -3.7613 3.4567 1.18
O 4.4752 -3.4453 4.4907 -0.96
C 1.8582 -2.7983 4.1177 -0.84
H 4.4522 -3.2513 1.4737 0.24
H 4.3362 -1.5543 2.3627 0.25
H 2.9282 -2.6033 1.4527 0.22
H 2.3912 -1.7833 4.5357 0.25
H 1.6752 -3.1953 5.1727 0.24
H 0.9382 -2.8813 3.6317 0.24
C -2.8248 4.1597 1.9727 -0.83
S -2.5848 3.0377 0.6627 1.23
O -1.6488 1.9337 1.2187 -1.01
C -4.2288 2.3537 0.8567 -0.80
H -2.9858 3.4777 2.7777 0.24
H -3.6928 4.7827 1.6857 0.24
H -1.8088 4.6757 2.1117 0.25
H -4.5528 1.6597 -0.0663 0.25
H -4.8648 3.0907 0.7827 0.21
H -4.4038 1.8397 1.7177 0.23
```

Properties
Total charge ... 0
Highest occupied orbital energy ... -9.05 eV
LUMO ... 0.0061 Eh

6.
# C17H20BNO3

The molecule C17H20BNO3 (ωB97M-V/def2-TZVPD, OMol25).

```
42
Properties=species:S:1:pos:R:3:nbo_charge:R:1
C 1.6366 -4.4890 -2.8475 -0.59
C 0.4875 -3.6502 -3.3768 -0.08
C 0.8637 -3.0790 -4.8129 -0.62
C -0.7909 -4.4537 -3.4520 -0.61
C 0.1087 -2.5276 -2.4051 0.02
C 0.1597 -1.1776 -2.7391 -0.22
C 0.0658 -0.2468 -1.6888 -0.18
C -0.1372 -0.5871 -0.3465 -0.14
C -0.3589 0.3802 0.8044 0.67
O -1.1345 -0.0182 1.6832 -0.61
N 0.1840 1.6736 0.9551 -0.63
C -0.0788 2.5696 2.0163 0.24
C -0.7067 2.1404 3.1768 -0.28
C -0.8875 2.9846 4.2443 -0.16
C -0.4292 4.2698 4.1506 -0.40
B -0.8032 5.4588 5.1749 1.13
O -0.0930 5.7262 6.4007 -0.92
O -1.7353 6.3374 4.7150 -0.87
C 0.2611 4.6969 3.0270 -0.19
C 0.3953 3.9195 1.9287 -0.26
C -0.2080 -1.9275 -0.1054 -0.18
C -0.0720 -2.8469 -1.0873 -0.17
H 2.4479 -3.9105 -2.5637 0.21
H 1.1623 -4.9430 -1.9701 0.21
H 1.8781 -5.2585 -3.6093 0.21
H 0.1881 -2.2556 -5.0909 0.21
H 0.9770 -3.9018 -5.5595 0.22
H 1.9010 -2.6955 -4.9419 0.21
H -1.3018 -4.2232 -4.4030 0.22
H -1.4298 -4.1964 -2.6303 0.22
H -0.7244 -5.5520 -3.4542 0.21
H 0.3634 -0.9472 -3.7557 0.22
H -0.0717 0.7978 -1.9428 0.21
H 0.8399 2.0028 0.2711 0.40
H -0.9831 1.0961 3.2245 0.27
H -1.3553 2.6855 5.1793 0.21
H 0.8235 5.3479 6.3713 0.50
H -1.9717 6.9181 5.3955 0.49
H 0.5885 5.7256 3.0522 0.21
H 0.8104 4.3251 1.0504 0.21
H -0.6012 -2.2064 0.8367 0.24
H -0.2682 -3.9621 -0.8753 0.20
```

Properties
Total charge ... 0
Highest occupied orbital energy ... -8.35 eV
LUMO ... 0.0200 Eh

7.
# C4H10N2O2

The molecule C4H10N2O2 (ωB97M-V/def2-TZVPD, OMol25).

```
18
Properties=species:S:1:pos:R:3:nbo_charge:R:1
N 2.4157 -0.2381 0.7905 -0.85
C 1.2879 -1.0626 1.1499 -0.32
C 0.3222 -1.2519 -0.0036 0.66
O 0.0313 -2.3809 -0.3655 -0.62
N -0.2117 -0.1742 -0.6358 -0.61
C -0.0746 1.2198 -0.3061 -0.25
C -1.4082 1.8003 0.1201 -0.07
O -2.2914 1.6843 -0.9817 -0.73
H 3.1485 -0.1858 1.4906 0.36
H 2.9634 -0.5378 -0.0083 0.36
H 0.8014 -0.5058 1.9502 0.20
H 1.4971 -2.0813 1.4771 0.21
H -0.7742 -0.4533 -1.4251 0.41
H 0.1740 1.8335 -1.1700 0.20
H 0.6508 1.3179 0.4879 0.23
H -1.2488 2.8232 0.4781 0.16
H -1.7878 1.2679 1.0008 0.16
H -3.1815 1.5838 -0.6396 0.48
```

Properties
Total charge ... 0
Highest occupied orbital energy ... -9.38 eV
LUMO ... 0.0292 Eh

Let's list ΔE to the lowest compared entry with this formula, charge and spin in order: 636.8, 257.9, 54.5, 47.9, 100.2, 155.5, 159.7 kJ/mol.